Record 1
{
  "formula": "C4H11N3",
  "method": "ωB97M-V with the def2-TZVPD basis set",
  "elements": ["C", "C", "C", "C", "N", "N", "N", "H", "H", "H", "H", "H", "H", "H", "H", "H", "H", "H"],
  "xyz": [[2.646, 0.762, 0.345], [-2.140, 0.727, -0.702], [-0.849, -1.290, -1.355], [-1.897, -0.715, -0.782], [1.559, 1.179, 0.834], [0.712, -0.787, 1.544], [0.493, 0.615, 1.422], [3.373, 1.443, 0.029], [2.840, -0.227, 0.333], [-1.452, 1.053, -1.554], [-3.202, 0.972, -0.792], [-1.737, 1.010, 0.303], [-0.118, -0.795, -1.945], [1.359, 2.253, 0.690], [-0.644, -2.331, -1.489], [-2.559, -1.470, -0.344], [-0.110, -1.346, 1.698], [1.725, -1.055, 1.765]],
  "atomic_forces_ev_per_a": [[1.676, 0.201, -0.472], [1.476, 0.099, -0.200], [-0.015, 0.045, -0.786], [-0.021, -2.675, 0.019], [-5.424, 3.745, 1.145], [2.613, 1.364, -0.706], [1.580, -0.568, -0.457], [0.682, 0.953, -0.467], [0.638, -3.029, -0.065], [-1.242, 0.752, 1.275], [0.323, 0.259, -0.217], [-0.377, 0.437, -0.905], [0.577, 1.242, -0.187], [0.439, -2.903, 0.755], [-0.567, -0.773, 0.683], [-0.260, 0.626, 0.247], [0.404, 0.168, 0.310], [-2.502, 0.055, 0.028]],
  "orbital_gap_ev": [7.86, 7.86]
}



Record 2
{
  "formula": "C4H11N3",
  "method": "ωB97M-V with the def2-TZVPD basis set",
  "elements": ["H", "N", "C", "N", "N", "C", "C", "C", "H", "H", "H", "H", "H", "H", "H", "H", "H", "H"],
  "xyz": [[2.871, -0.586, -0.533], [2.019, -1.023, -0.565], [0.970, -0.314, -0.695], [0.875, 1.117, -1.117], [-0.215, -1.047, -0.581], [-1.437, -0.309, -0.305], [-1.426, -0.045, 1.293], [-0.573, 1.155, 1.673], [0.460, 1.081, -2.011], [1.673, 1.705, -1.087], [-0.267, -1.955, -0.185], [-1.549, 0.607, -0.954], [-2.358, -0.992, -0.448], [-1.250, -0.891, 1.791], [-2.471, 0.234, 1.648], [-0.913, 2.184, 1.377], [-0.576, 1.271, 2.864], [0.420, 1.093, 1.583]],
  "atomic_forces_ev_per_a": [[2.313, 1.615, -0.447], [-2.073, -0.957, 0.864], [1.156, -0.519, -0.517], [-1.436, -2.915, 1.584], [-1.240, 3.182, -1.606], [-1.606, -0.737, 1.914], [-2.910, 5.218, -3.382], [-3.256, 1.414, 4.303], [-0.466, 0.447, -1.134], [0.979, -0.241, 0.105], [1.165, -0.567, 0.194], [0.134, -1.007, 1.037], [1.500, 0.972, -0.301], [1.373, -3.445, 1.768], [0.872, -0.318, -0.678], [0.080, -1.284, -0.341], [-0.449, -0.358, -2.076], [3.864, -0.502, -1.288]],
  "orbital_gap_ev": 9.43
}



In the order shown, the computed ΔE to the lowest compared entry with this formula, charge and spin values come out to 137.6, 56.9 kcal/mol.
In the order shown, the computed DFT total energy values come out to -323.0872, -323.2158 Eh.
In the order shown, the computed M values come out to 101.15, 101.15 g/mol.